(1)
Entry from the Open Molecules 2025 dataset: a molecular structure, C20H39As3O4SSn at a distorted geometry (ωB97M-V with the def2-TZVPD basis set).

Geometry as XYZ:
```
68
Properties=species:S:1:pos:R:3:nbo_charge:R:1
Sn 0.15069 -0.39592 1.76382 1.520
C -2.14908 -1.37006 -2.98264 -0.642
C -2.15414 -1.49004 -1.49271 0.028
C -2.91256 -0.63067 -0.70322 -0.199
C -3.00220 -0.80216 0.67270 0.007
C -3.89681 0.06070 1.50752 -0.644
C -2.28614 -1.84827 1.26414 -0.350
C -1.48305 -2.70694 0.49457 0.001
C -0.73958 -3.83860 1.14183 -0.653
C -1.43183 -2.51207 -0.88159 -0.232
H -2.70852 -2.20606 -3.40257 0.259
H -1.13310 -1.42730 -3.37123 0.217
H -2.62023 -0.44895 -3.31484 0.217
H -3.49721 0.14503 -1.17366 0.214
H -4.81218 -0.48352 1.73960 0.259
H -4.17654 0.97238 0.98526 0.227
H -3.41494 0.31522 2.45401 0.211
H -2.46831 -2.08179 2.31076 0.243
H -1.37920 -4.72337 1.17349 0.265
H -0.45875 -3.58829 2.17736 0.215
H 0.15865 -4.08986 0.57286 0.240
H -0.85894 -3.19400 -1.49526 0.234
C -0.01534 2.36030 3.19849 -0.963
As -0.56223 2.47777 1.30309 0.755
C -2.09011 3.70184 1.73760 -0.888
C 0.86714 3.82227 0.87402 -0.660
C 0.99820 4.38407 -0.55195 -0.080
C 1.77327 5.70719 -0.44332 -0.610
C 1.84080 3.46748 -1.45736 -0.727
As 1.15169 1.77946 -2.17553 1.893
C 2.33993 1.12346 -3.56323 -0.946
C -0.57037 1.80123 -3.08218 -0.972
C -0.39224 4.64183 -1.12908 -0.730
As -0.51830 5.49622 -2.94211 0.828
C -2.48716 5.39900 -2.97939 -0.934
C -0.48784 7.40347 -2.41435 -0.928
H 0.98638 1.90934 3.28873 0.237
H -0.74133 1.76004 3.76503 0.237
H 0.01753 3.35311 3.65087 0.265
H -1.73179 4.61751 2.21447 0.243
H -2.72526 3.16518 2.44158 0.242
H -2.69522 3.95515 0.86804 0.242
H 1.80231 3.34325 1.16994 0.247
H 0.69126 4.66083 1.56118 0.244
H 2.72770 5.56250 0.05651 0.230
H 1.19648 6.42794 0.13504 0.232
H 1.96098 6.13096 -1.42845 0.225
H 2.78084 3.18500 -0.97069 0.276
H 2.08772 3.99642 -2.39205 0.282
H 2.27654 1.81040 -4.41649 0.276
H 1.99692 0.12848 -3.86618 0.269
H 3.36712 1.05629 -3.19711 0.290
H -0.66489 2.71978 -3.66670 0.281
H -1.38469 1.71917 -2.36035 0.260
H -0.59175 0.94098 -3.75662 0.270
H -0.92588 5.29160 -0.43042 0.232
H -0.93389 3.67967 -1.16674 0.197
H -2.84215 4.37551 -3.07831 0.218
H -2.86314 5.96731 -3.82845 0.252
H -2.90231 5.83499 -2.07208 0.223
H 0.52073 7.79066 -2.28407 0.236
H -1.05576 7.55842 -1.49709 0.221
H -0.95828 7.98704 -3.20799 0.251
O 1.84921 -1.20396 0.22721 -0.979
S 2.14312 0.16444 -0.12708 2.582
O 3.21764 0.50793 -0.96992 -0.907
O 2.01424 0.98496 1.06775 -1.037
O 0.80378 0.56219 -0.95336 -1.010
```

Properties
E_LUMO	-7.2	eV
E_HOMO	-13.9908	eV
orbital gap	6.8	eV
ΔE to the lowest compared entry with this formula, charge and spin	1.3481	eV
total charge	+2

---

(2)
Entry from the Open Molecules 2025 dataset: a molecular structure, C20H39BCrF4NO18 at a distorted geometry (ωB97M-V with the def2-TZVPD basis set).

Geometry as XYZ:
```
84
Properties=species:S:1:pos:R:3:mulliken_spin:R:1
Cr -1.32325 -0.77705 -0.91030 3.952
B -0.41826 1.41479 0.63785 0.094
F -0.46767 2.31397 -0.40506 -0.001
F 0.40907 0.26147 0.31715 -0.003
F -0.00058 1.92411 1.83147 0.000
F -1.68976 0.75881 0.73488 0.002
C -3.97479 2.80819 -0.30021 0.001
O -4.18121 2.50611 -1.68938 0.001
C -3.47816 1.60356 -2.24831 0.005
O -2.80892 0.73686 -1.69674 -0.046
O -3.62426 1.72068 -3.54320 0.002
C -3.18729 0.72552 -4.45359 -0.008
H -4.87995 2.66325 0.28362 0.000
H -3.66385 3.84602 -0.20368 0.000
H -3.18477 2.18222 0.09492 0.003
H -2.74218 1.19713 -5.32518 0.000
H -4.02065 0.10521 -4.77478 0.001
H -2.41102 0.11220 -3.99179 0.016
C 4.47321 6.55227 3.04618 0.000
O 4.14153 6.12280 1.72898 0.000
C 3.83583 4.85048 1.54151 0.000
O 3.94355 3.97108 2.35236 0.000
O 3.41684 4.69300 0.28685 0.000
C 2.49561 3.62235 0.10236 0.000
H 3.77852 7.35959 3.25742 0.000
H 5.51718 6.85035 3.14152 0.000
H 4.38188 5.77606 3.80889 0.000
H 3.05630 2.68128 0.07864 0.000
H 2.04045 3.76796 -0.86996 0.000
H 1.77394 3.56974 0.91423 0.000
C 0.28934 2.56340 -3.18975 0.001
O 0.04138 1.52546 -4.17427 0.001
C -0.02457 0.29225 -3.75770 -0.020
O -0.15855 -0.08825 -2.60345 -0.061
O 0.05123 -0.50745 -4.79746 0.002
C -0.13989 -1.90300 -4.55797 0.019
H 0.74921 3.36530 -3.76514 0.001
H 0.91730 2.21818 -2.38280 -0.001
H -0.66367 2.97712 -2.86827 0.000
H 0.39459 -2.23546 -3.67155 -0.004
H 0.20875 -2.45180 -5.42681 0.001
H -1.20951 -2.11844 -4.47823 0.002
C -3.15999 -4.46029 0.64683 0.004
O -3.70497 -3.51428 1.51851 0.002
C -3.36126 -2.25317 1.46039 0.004
O -2.53235 -1.72761 0.72902 -0.008
O -4.05175 -1.60707 2.36210 0.002
C -3.93822 -0.18065 2.36406 0.000
H -3.90731 -5.23471 0.49517 0.000
H -2.22874 -4.88807 1.00487 0.000
H -3.02116 -4.01213 -0.34321 0.003
H -4.76872 0.19879 2.94706 0.000
H -3.91917 0.27034 1.37360 0.000
H -2.99603 0.09889 2.83850 0.000
C 2.90162 -1.49073 -1.00537 -0.002
O 2.37160 -2.77005 -1.37136 0.001
C 1.11947 -3.04205 -1.14623 0.008
O 0.30006 -2.23257 -0.70904 0.014
O 0.87947 -4.28384 -1.44263 -0.002
C -0.45176 -4.80390 -1.41973 -0.008
H 3.85000 -1.37696 -1.51729 0.000
H 3.09926 -1.44905 0.06480 0.001
H 2.21610 -0.68563 -1.26563 0.004
H -0.83013 -4.80666 -2.44142 0.000
H -1.06776 -4.18258 -0.78081 0.010
H -0.38093 -5.82301 -1.05741 0.001
C -0.01003 -0.40489 3.45467 0.001
O -0.82154 -1.58388 3.42275 0.000
C -0.29071 -2.72382 3.02506 0.002
O -0.95401 -3.69229 2.77817 0.000
O 1.04638 -2.66039 2.94881 0.000
C 1.68651 -3.85775 2.55830 0.000
H -0.67431 0.43984 3.58019 0.000
H 0.48980 -0.28037 2.50244 0.003
H 0.69108 -0.46355 4.28506 0.000
H 2.76288 -3.73622 2.63527 0.000
H 1.41909 -4.13481 1.53790 0.000
H 1.41897 -4.68655 3.21441 0.000
C 3.42372 0.43911 2.33964 0.000
C 4.75903 0.38441 1.76022 0.000
N 5.81175 0.28736 1.32433 0.000
H 2.74476 -0.03292 1.62130 0.001
H 3.16733 1.50143 2.36743 0.000
H 3.24906 -0.09507 3.26607 0.000
```

Properties
E_LUMO (spin up / spin down)	-3.6 / -3.2	eV
E_HOMO (spin up / spin down)	-12.4838 / -12.4838	eV
orbital gap (spin up / spin down)	8.9 / 9.3	eV
multiplicity	5
total charge	+1

---

(3)
Entry from the Open Molecules 2025 dataset: a molecular structure, C20H39Cl3MnN3O3Si at a distorted geometry (ωB97M-V with the def2-TZVPD basis set).

Geometry as XYZ:
```
70
Properties=species:S:1:pos:R:3:mulliken_spin:R:1
C 5.30743 4.32815 -2.52001 -0.001
C 5.32604 4.40126 -4.02242 -0.002
H 6.25641 3.90133 -2.16906 0.001
H 4.49634 3.67567 -2.16348 0.007
H 5.19087 5.32620 -2.06251 0.000
C 6.42108 4.78028 -4.70417 -0.001
C 7.67813 5.19875 -4.05787 0.000
H 6.42881 4.81742 -5.78976 0.000
H 8.06081 4.46879 -3.33835 0.000
H 7.56909 6.16971 -3.55981 0.000
H 8.39977 5.30649 -4.86936 0.000
Mn 1.54728 2.54369 -2.06629 4.247
Cl 1.45115 3.92794 -0.27973 0.024
Cl 0.05348 3.08967 -3.75981 -0.016
C -1.87028 0.75599 -3.60825 0.002
O -1.26412 -0.16422 -3.01431 -0.001
N -2.04039 0.77447 -4.93481 0.000
C -1.57123 -0.34384 -5.73757 0.000
C -2.46204 2.00159 -5.59030 0.000
H -2.29044 1.64917 -3.10441 -0.001
H -1.72780 -1.27710 -5.18040 0.000
H -0.50740 -0.25037 -6.01002 0.000
H -2.14467 -0.35844 -6.67081 0.000
H -3.09641 2.54895 -4.88058 0.001
H -3.01223 1.73755 -6.49890 0.000
H -1.58962 2.61991 -5.85005 0.000
H 5.45001 0.28902 1.70485 0.000
H 5.13030 -0.40248 -1.45518 -0.001
C 5.39360 -0.79906 1.55204 0.000
C 5.20156 -1.33863 -0.86660 0.004
N 4.56345 -1.15717 0.41309 0.000
H 4.96396 -1.25628 2.45247 0.000
C 3.20829 -1.17881 0.55507 0.000
O 2.39765 -1.15876 -0.37857 0.001
H 4.69071 -2.12630 -1.43750 0.000
H 2.94818 -1.20973 1.63975 0.000
H 6.39617 -1.19264 1.35744 0.000
H 6.25286 -1.58226 -0.66794 0.000
O 3.46154 2.89812 -4.23220 -0.062
C 3.99681 4.11480 -4.75350 0.005
C 4.98418 3.46323 -7.00227 -0.001
C 4.04250 4.18745 -6.26464 0.000
H 5.73597 2.89081 -6.45117 0.000
C 4.94337 3.50285 -8.39772 -0.001
H 3.29650 4.90170 -4.42221 0.000
C 3.12022 5.02397 -6.90277 0.000
H 5.65833 2.90797 -8.97177 0.000
C 3.97462 4.27143 -9.04548 0.000
C 3.09787 5.06318 -8.30119 0.000
H 2.42701 5.61625 -6.29812 0.000
H 3.95481 4.32809 -10.13387 0.000
H 2.38073 5.69912 -8.81487 0.000
Si 3.19626 1.24157 -4.70113 0.009
Cl 3.91930 1.24571 -2.15914 0.026
C 4.63108 0.45109 -5.58377 0.000
C 1.95442 1.65725 -6.14067 0.000
C 2.06133 -0.04876 -3.84810 -0.009
H 4.85737 0.96855 -6.52791 0.000
H 4.37255 -0.58394 -5.85588 0.000
H 5.54940 0.41520 -4.99028 -0.001
H 2.42233 -0.39554 -2.86410 0.003
H 1.95767 -0.96239 -4.45341 0.001
H 1.05394 0.37828 -3.70313 0.005
H 2.47276 1.92285 -7.07131 0.001
H 1.36292 2.52926 -5.83582 0.002
H 1.23174 0.86246 -6.35878 -0.002
N 0.45011 0.96257 -1.20100 -0.272
H -0.25250 0.57905 -1.87190 0.008
H -0.07470 1.42984 -0.45652 0.010
H 0.99370 0.17518 -0.80485 0.014
```

Properties
E_LUMO (spin up / spin down)	-4.2 / -0.7	eV
E_HOMO (spin up / spin down)	-8.5432 / -8.5431	eV
orbital gap (spin up / spin down)	4.3 / 7.9	eV
multiplicity	5
ΔE to the lowest compared entry with this formula, charge and spin	1.4955	eV
total charge	0

---

(4)
Entry from the Open Molecules 2025 dataset: a gas-phase ion, C20H40BClNO10 (charge +1) at a distorted geometry (ωB97M-V with the def2-TZVPD basis set).

Geometry as XYZ:
```
73
Properties=species:S:1:pos:R:3:lowdin_charge:R:1
C 4.79393 5.14088 -0.46397 -0.085
C 4.02148 3.71640 -0.34397 -0.257
O 2.75654 3.90807 0.33815 -0.171
C 2.06836 2.66411 0.55017 -0.193
C 1.38439 2.57120 2.01584 -0.149
O 0.82047 1.26882 2.29813 -0.181
C -0.59171 1.20815 1.99524 -0.059
C -0.95990 -0.00200 0.97244 -0.359
O -2.23847 0.25140 0.36147 -0.109
C -3.25233 0.66173 1.32399 -0.124
C -4.66413 0.07024 0.76732 -0.272
C -5.51181 -0.60335 1.98256 -0.083
C -5.52496 1.15397 -0.04388 -0.367
C -6.49556 2.01700 0.93938 -0.102
C -6.46513 0.47520 -1.17375 -0.095
O -1.19838 -1.30622 1.60993 -0.048
C -1.00037 -2.23577 0.47990 -0.146
B -1.12304 -3.80361 0.91010 -0.425
O -2.46537 -4.32379 1.10398 0.116
O 0.00495 -4.67938 1.09271 0.095
C 0.39648 -1.65042 -0.05792 -0.514
Cl 1.46224 -1.76038 1.47030 0.841
C 1.18929 -2.38060 -1.23684 -0.074
C 2.80536 -2.31197 -1.07835 -0.217
O 3.49036 -2.63900 -2.31350 -0.048
C 4.90619 -2.62902 -2.17225 -0.356
O 5.56321 -2.35706 -3.21276 0.071
C 5.72320 -2.97878 -0.84933 -0.140
C 7.18311 -2.26170 -0.79671 -0.109
N 0.04632 -0.19066 -0.15906 0.042
C -0.36854 0.39315 -1.48351 -0.076
O 0.77025 0.53954 -2.40483 -0.149
O 0.16158 0.55928 -3.63638 -0.009
H 4.20048 5.89909 -1.08417 0.084
H 5.79950 4.92103 -0.98460 0.086
H 5.04644 5.57779 0.56612 0.084
H 4.73743 3.01168 0.22651 0.129
H 3.88817 3.33692 -1.41392 0.126
H 2.84011 1.80732 0.42723 0.130
H 1.26483 2.45363 -0.26028 0.119
H 2.25227 2.74571 2.75908 0.152
H 0.65073 3.43997 2.20266 0.146
H -0.91824 2.16984 1.45581 0.151
H -1.13330 1.08563 3.00759 0.170
H -3.25866 1.81623 1.34778 0.147
H -3.12998 0.22410 2.36854 0.136
H -4.43710 -0.80536 0.04830 0.140
H -4.93799 -1.47620 2.46523 0.087
H -6.48247 -1.06296 1.56889 0.090
H -5.75839 0.13771 2.81286 0.082
H -4.84266 1.90745 -0.56220 0.129
H -7.40555 1.39779 1.28770 0.091
H -5.89392 2.35271 1.86451 0.081
H -6.89722 2.91738 0.36235 0.083
H -7.26832 1.24123 -1.47926 0.087
H -5.83493 0.30118 -2.12570 0.081
H -6.92232 -0.51811 -0.85219 0.080
H -1.69163 -2.12901 -0.42735 0.169
H -3.00638 -4.18117 0.29067 0.117
H 0.05501 -5.18681 0.24162 0.126
H 0.85087 -2.04988 -2.29171 0.134
H 0.93974 -3.50660 -1.19341 0.135
H 3.06186 -3.14966 -0.32827 0.123
H 3.17890 -1.30204 -0.70394 0.126
H 5.95107 -4.10614 -0.73114 0.137
H 5.20337 -2.67142 0.12381 0.103
H 7.80003 -2.45397 -1.73430 0.083
H 7.79444 -2.69057 0.08370 0.087
H 7.11324 -1.13647 -0.63099 0.079
H 0.98678 0.25855 -0.02810 0.155
H -0.80584 1.45778 -1.38600 0.181
H -1.16174 -0.27832 -1.96290 0.168
H 0.48333 -0.24143 -4.11511 0.138
```

Properties
E_LUMO	-2.7	eV
E_HOMO	-12.6461	eV
SMILES	CCOCCOC[C@]1(OC[C@@H](C)C(C)C)O[C@H](B(O)O)[C@@](Cl)(CCOC(=O)CC)[N@H+]1COO
orbital gap	9.9	eV
total charge	+1